Entry from OMol25: C34H34As3CoS3 as an isolated structure (ωB97M-V/def2-TZVPD).

```
75
Properties=species:S:1:pos:R:3:forces:R:3
Co -0.76991 -0.57471 -1.65292 -0.4 0.1 0.3
C 4.05314 1.12649 0.48166 0.1 0.0 0.0
As 2.46456 0.80549 -0.62924 0.0 0.0 -0.2
C 3.41283 -0.11474 -2.08060 0.0 0.0 0.0
C 2.35880 2.55813 -1.53204 0.0 0.0 0.0
C 3.27618 3.57490 -1.26502 0.0 0.0 -0.1
C 3.20065 4.80454 -1.90392 0.0 0.0 0.0
C 2.19011 5.04140 -2.82318 0.0 0.0 0.0
C 1.26773 4.04117 -3.09059 0.0 0.0 0.1
C 1.33435 2.80112 -2.45620 0.0 0.0 -0.1
As -0.02132 1.44063 -2.91500 0.4 0.4 0.1
C -1.56961 2.57667 -3.18515 -0.1 -0.1 0.0
C 0.45842 1.16318 -4.78196 0.0 -0.1 0.0
H 4.93148 1.37886 -0.11388 0.0 0.0 0.0
H 4.24428 0.20269 1.02949 0.0 0.0 0.0
H 3.85900 1.91851 1.20593 0.1 0.0 0.0
H 4.27007 0.47870 -2.40196 0.0 0.0 0.0
H 2.73038 -0.27132 -2.91394 0.0 0.0 0.0
H 3.73078 -1.09497 -1.72677 0.0 0.0 0.0
H 4.07187 3.40891 -0.55135 0.0 0.0 0.0
H 3.93472 5.57136 -1.68771 0.0 0.0 0.0
H 2.11543 5.99820 -3.32545 0.0 0.0 0.0
H 0.47362 4.24029 -3.79954 0.0 0.0 0.0
H -1.43016 3.22245 -4.05108 0.0 0.0 0.0
H -1.75112 3.16028 -2.28602 0.0 0.0 0.0
H -2.41632 1.91068 -3.34535 0.0 0.0 0.0
H 0.62552 2.12612 -5.26250 0.0 0.0 0.0
H -0.37853 0.64441 -5.24822 0.0 0.0 0.0
H 1.35329 0.54875 -4.86622 0.0 0.0 0.0
S 0.68504 -2.29191 -1.29612 0.0 -0.6 0.0
C 1.51154 -2.67896 0.21061 0.2 0.2 -0.2
C 2.42767 -3.74519 0.14955 0.0 0.0 0.0
C 3.11835 -4.17178 1.26704 0.0 0.0 0.0
C 2.91994 -3.54277 2.49353 0.0 0.0 -0.1
C 2.02706 -2.48766 2.56693 0.0 0.0 0.0
C 1.32305 -2.04354 1.44474 0.0 0.1 0.1
As 0.01805 -0.58957 1.55284 -0.1 -0.1 0.1
C 0.61646 0.14767 3.27534 0.0 0.0 0.0
C 0.05395 -0.12488 4.51897 0.1 0.0 0.0
C 0.55601 0.47631 5.66892 0.0 0.0 0.0
C 1.63411 1.34682 5.59134 0.0 0.0 0.0
C 2.20500 1.62234 4.35491 0.0 0.0 0.0
C 1.68992 1.03530 3.20854 0.0 0.0 0.0
C -1.51906 -1.64358 2.13484 -0.1 0.0 0.0
C -1.63051 -2.99008 1.80786 0.0 0.0 0.1
C -2.81911 -3.67374 2.03848 0.0 0.0 0.0
C -3.90311 -3.02143 2.60521 0.0 0.0 0.0
C -3.79951 -1.67572 2.93745 0.0 0.0 0.0
C -2.62084 -0.98992 2.68793 0.0 -0.1 0.0
H 2.57592 -4.23205 -0.80676 0.0 0.0 0.0
H 3.81202 -5.00061 1.18336 0.0 0.0 0.0
H 3.44766 -3.87229 3.38029 0.0 0.0 0.0
H 1.87146 -1.99990 3.52232 0.0 0.0 0.0
H -0.77184 -0.82114 4.59676 0.0 0.0 0.0
H 0.10463 0.25636 6.62915 0.0 0.0 0.0
H 2.02773 1.80917 6.48819 0.0 0.0 0.0
H 3.04904 2.29821 4.28417 0.0 0.0 0.0
H 2.13114 1.26443 2.24373 -0.1 0.0 0.1
H -0.79470 -3.50964 1.35698 0.0 0.0 0.0
H -2.89927 -4.71609 1.75484 0.0 0.0 0.0
H -4.83285 -3.55201 2.77046 0.0 0.0 0.0
H -4.64767 -1.15369 3.36379 0.0 0.0 0.0
H -2.56633 0.07076 2.90361 0.0 0.0 0.0
S -2.14264 -1.23458 -3.40546 0.0 0.0 0.0
C -3.71971 -0.94584 -2.66866 0.0 0.0 0.0
C -4.86228 -1.44240 -3.30860 0.0 0.0 0.0
C -6.13492 -1.21556 -2.81373 0.0 0.0 0.0
C -6.29465 -0.48445 -1.64071 0.0 0.0 0.0
C -5.17616 -0.00444 -0.98232 0.0 0.0 0.0
C -3.88179 -0.22062 -1.47088 0.0 0.0 0.0
S -2.51589 0.43132 -0.56732 -0.1 -0.1 0.0
H -4.72673 -2.02169 -4.21464 0.0 0.0 0.0
H -6.99839 -1.60793 -3.33860 0.0 0.0 0.0
H -7.28406 -0.29565 -1.24075 0.0 0.0 0.0
H -5.28400 0.55442 -0.05945 0.0 0.0 0.0
```
Positions in Å, forces in eV/Å.

multiplicity	4
net charge	-1
orbital gap (spin up / spin down)	6.4534 / 6.6970	eV

Which charges does Mulliken predict for the atoms? In e, they are: atom 1 (Co): 0.060, atom 2 (C): -1.707, atom 3 (As): 1.431, atom 4 (C): -0.984, atom 5 (C): 0.332, atom 6 (C): -0.546, atom 7 (C): -0.715, atom 8 (C): -0.776, atom 9 (C): -0.633, atom 10 (C): -0.258, atom 11 (As): 1.020, atom 12 (C): -1.255, atom 13 (C): -1.242, atom 14 (H): 0.474, atom 15 (H): 0.412, atom 16 (H): 0.451, atom 17 (H): 0.432, atom 18 (H): 0.242, atom 19 (H): 0.382, atom 20 (H): 0.289, atom 21 (H): 0.371, atom 22 (H): 0.385, atom 23 (H): 0.219, atom 24 (H): 0.509, atom 25 (H): 0.378, atom 26 (H): 0.316, atom 27 (H): 0.445, atom 28 (H): 0.414, atom 29 (H): 0.291, atom 30 (S): -0.223, atom 31 (C): 0.513, atom 32 (C): -0.842, atom 33 (C): -0.588, atom 34 (C): -0.811, atom 35 (C): -0.359, atom 36 (C): 0.347, atom 37 (As): 1.060, atom 38 (C): -0.755, atom 39 (C): 0.062, atom 40 (C): -0.694, atom 41 (C): -0.420, atom 42 (C): -0.656, atom 43 (C): 0.342, atom 44 (C): 0.276, atom 45 (C): -0.309, atom 46 (C): -0.706, atom 47 (C): -0.500, atom 48 (C): -0.704, atom 49 (C): -0.317, atom 50 (H): 0.461, atom 51 (H): 0.318, atom 52 (H): 0.358, atom 53 (H): 0.378, atom 54 (H): 0.358, atom 55 (H): 0.393, atom 56 (H): 0.350, atom 57 (H): 0.405, atom 58 (H): -0.228, atom 59 (H): 0.252, atom 60 (H): 0.394, atom 61 (H): 0.359, atom 62 (H): 0.388, atom 63 (H): 0.469, atom 64 (S): -0.449, atom 65 (C): 0.598, atom 66 (C): -0.665, atom 67 (C): -0.445, atom 68 (C): -0.548, atom 69 (C): -0.731, atom 70 (C): 0.175, atom 71 (S): -0.446, atom 72 (H): 0.369, atom 73 (H): 0.338, atom 74 (H): 0.338, atom 75 (H): 0.356


Entry from OMol25: a 5-piece molecular cluster, C34H34Br2F18N3O13S overall in a non-equilibrium geometry (ωB97M-V/def2-TZVPD).

```
105
Properties=species:S:1:pos:R:3:forces:R:3
C -3.89256 -5.05141 -6.83845 0.6 0.3 0.5
C -3.43469 -4.37613 -8.20782 -4.5 0.9 -2.5
O -4.32983 -4.02661 -9.02572 3.9 -1.4 3.4
O -2.07701 -4.07789 -8.58815 -0.6 2.4 1.7
C -1.77699 -2.69063 -8.31842 1.4 1.7 -1.8
O -1.04935 -1.99833 -9.05234 -2.7 -3.1 2.9
C -2.41421 -2.09681 -6.94701 0.3 -0.7 0.3
C -1.67611 -0.76900 -6.47207 2.1 2.0 2.1
C -1.83358 0.63460 -7.20322 0.1 -0.5 0.4
C -2.77862 0.70573 -8.50269 0.5 1.2 -1.3
C -2.18666 1.43655 -9.72455 -3.9 -1.3 -0.5
C -3.11482 1.55372 -10.98660 -1.4 -1.9 3.8
C -4.54551 0.91236 -10.86438 4.0 0.5 2.6
C -4.88281 0.21728 -9.52356 1.0 1.0 -1.2
N -4.06810 0.11685 -8.36050 1.6 2.0 -4.1
N -1.19244 1.82550 -6.81319 -1.6 -4.0 -0.4
N -0.42593 1.76960 -5.72598 1.2 -2.6 2.5
C -0.09238 0.67208 -4.87099 -1.2 -2.0 -1.3
C 0.85623 0.86730 -3.60857 0.1 0.8 -0.4
C -0.03033 0.88353 -2.25025 -0.1 0.7 -0.7
C 0.87627 1.18430 -0.94056 -0.2 -0.1 -0.1
F 2.27865 1.00615 -1.19700 -2.9 -0.1 0.5
Br 0.63512 3.08177 -0.30808 0.4 -1.3 -0.6
C 0.32254 0.23327 0.24013 1.3 -1.4 0.6
F 0.97685 0.43551 1.48288 -1.2 -0.6 -3.1
F 0.58214 -1.11970 -0.18689 -0.6 3.1 1.2
Br -1.64336 0.50449 0.54576 1.7 -0.4 -0.3
C -0.71582 -0.72951 -5.22306 -1.5 3.3 -4.0
S -0.40261 -2.28555 -4.29188 -2.3 -1.6 7.2
O -1.71884 -2.78681 -3.71631 3.1 1.6 -3.3
O 0.54943 -2.16671 -3.14142 -1.1 0.7 -4.0
C 0.28693 -3.66999 -5.39183 2.8 -2.9 -2.4
F 1.44795 -4.24809 -4.80095 -3.6 1.9 -1.3
F 0.72836 -3.15505 -6.65516 -1.6 -1.2 3.1
F -0.64398 -4.71525 -5.58182 2.3 3.2 0.4
H -3.03774 -5.49516 -6.21885 -1.2 0.5 -1.1
H -4.72186 -5.81995 -7.03245 1.4 1.2 0.0
H -4.36208 -4.22636 -6.17625 0.7 -1.2 -1.2
H -3.55514 -1.93702 -7.03625 1.9 0.1 -0.1
H -2.29967 -2.95501 -6.17826 0.0 1.7 -0.9
H -1.13715 1.87646 -9.72125 -1.7 -0.8 0.1
H -2.75831 2.10898 -11.91775 -0.6 -1.0 1.5
H -5.22509 0.99826 -11.76992 0.8 -0.4 1.6
H -5.92493 -0.27107 -9.45765 1.9 0.9 0.1
H 0.02820 2.66907 -5.45453 -0.6 -0.8 -0.5
H 1.41392 1.86850 -3.77289 -1.0 -1.5 0.5
H 1.68347 0.06881 -3.56385 -1.6 1.0 -0.2
H -0.79527 1.73996 -2.34055 1.2 -1.3 0.2
H -0.63837 -0.08666 -2.15796 1.3 1.3 0.0
C 0.25106 0.49293 5.35277 -0.2 0.2 0.3
C 1.19352 1.40153 4.58691 -0.1 -0.8 -0.2
O 1.04710 2.76977 5.00429 0.3 0.8 0.6
C 1.60513 3.08638 6.19052 0.2 -1.9 -0.6
O 2.19756 2.30593 6.89077 -0.4 1.1 -0.2
C 1.40885 4.56661 6.50221 -0.3 1.9 0.6
F 0.12888 4.96317 6.33618 0.3 -0.5 -0.1
F 2.16100 5.35201 5.70190 -0.1 -0.6 0.0
F 1.74234 4.87845 7.76711 0.0 -0.6 -0.6
H -0.78038 0.84153 5.25214 0.1 0.0 -0.2
H 0.31864 -0.53222 4.98654 0.0 0.1 0.0
H 0.47971 0.48946 6.42077 0.1 -0.1 -0.2
H 0.94365 1.36815 3.52492 0.0 0.4 0.2
H 2.23459 1.08116 4.68205 -0.1 0.2 0.2
C -5.50634 1.95194 8.99060 -0.2 -0.2 -0.2
C -4.01663 1.78144 8.76067 -0.3 0.7 0.4
O -3.71859 0.47582 8.23712 0.1 -0.7 -1.0
C -4.00463 0.28509 6.93445 -0.3 1.8 0.9
O -4.48142 1.12553 6.21389 0.4 -1.0 0.1
C -3.61374 -1.12255 6.49563 0.3 -1.9 -0.5
F -4.07340 -2.07265 7.33569 0.0 0.7 -0.1
F -2.27366 -1.27692 6.43899 -0.3 0.5 0.1
F -4.08603 -1.43726 5.27493 0.0 0.6 0.5
H -5.88585 1.15794 9.63878 0.1 0.1 0.1
H -5.71831 2.91896 9.44918 0.1 -0.1 0.0
H -6.06456 1.88840 8.05357 0.1 0.1 0.1
H -3.49073 1.86460 9.71474 0.1 -0.3 -0.2
H -3.61460 2.55823 8.10366 -0.1 -0.2 -0.1
C 2.36028 -4.91535 8.30112 0.3 0.3 0.1
C 1.81571 -4.74448 6.89565 -0.1 -0.7 0.4
O 1.99078 -3.39480 6.43207 0.6 0.8 -0.6
C 3.24114 -3.05964 6.05553 -0.3 -1.9 0.6
O 4.18342 -3.80904 6.08830 -0.4 1.0 -0.3
C 3.28681 -1.61903 5.55666 0.3 1.9 -0.3
F 2.68426 -0.75975 6.40500 0.2 -0.7 -0.1
F 2.66604 -1.47868 4.36290 0.1 -0.5 0.3
F 4.54190 -1.16658 5.38661 -0.5 -0.7 0.2
H 1.90218 -4.19037 8.97873 -0.1 -0.1 -0.1
H 2.16498 -5.92292 8.67133 -0.1 0.1 -0.1
H 3.43839 -4.74185 8.33511 -0.1 -0.1 -0.1
H 0.74045 -4.93884 6.89738 0.1 0.4 -0.1
H 2.26875 -5.45173 6.19480 0.1 0.3 0.0
C 5.48518 2.11820 1.56940 0.3 0.3 0.1
C 4.94537 2.29491 0.16265 -0.1 -0.7 0.5
O 5.11689 3.64789 -0.29194 0.5 0.7 -0.5
C 6.36803 3.99065 -0.66170 -0.2 -1.8 0.6
O 7.31263 3.24440 -0.62938 -0.5 1.0 -0.3
C 6.41020 5.43440 -1.15224 0.3 2.0 -0.4
F 5.80082 6.28585 -0.30124 0.1 -0.7 -0.1
F 5.79303 5.57701 -2.34610 0.0 -0.5 0.3
F 7.66441 5.89039 -1.31328 -0.5 -0.7 0.2
H 5.02152 2.83769 2.24930 -0.1 -0.1 -0.1
H 5.29252 1.10760 1.93331 -0.1 0.0 -0.1
H 6.56236 2.29590 1.60870 -0.1 -0.1 -0.1
H 3.87087 2.09571 0.15979 0.2 0.4 -0.1
H 5.40404 1.59306 -0.54035 0.1 0.2 0.0
```
Positions in Å, forces in eV/Å.

multiplicity	1
net charge	+1
orbital gap	6.5327	eV

These are the Mulliken partial charges, in e, on atoms 1 to 99: atom 1 (C): -0.785, atom 2 (C): 0.685, atom 3 (O): -0.492, atom 4 (O): -0.303, atom 5 (C): 0.639, atom 6 (O): -0.494, atom 7 (C): -0.935, atom 8 (C): -0.243, atom 9 (C): 0.157, atom 10 (C): 0.575, atom 11 (C): -0.488, atom 12 (C): -0.281, atom 13 (C): -0.468, atom 14 (C): -0.146, atom 15 (N): -0.375, atom 16 (N): -0.924, atom 17 (N): 0.324, atom 18 (C): 0.111, atom 19 (C): -0.999, atom 20 (C): -0.644, atom 21 (C): 0.475, atom 22 (F): -0.296, atom 23 (Br): -0.021, atom 24 (C): 0.212, atom 25 (F): -0.121, atom 26 (F): -0.187, atom 27 (Br): -0.025, atom 28 (C): 0.575, atom 29 (S): 1.100, atom 30 (O): -0.593, atom 31 (O): -0.560, atom 32 (C): 0.742, atom 33 (F): -0.180, atom 34 (F): -0.223, atom 35 (F): -0.154, atom 36 (H): 0.245, atom 37 (H): 0.342, atom 38 (H): 0.257, atom 39 (H): 0.748, atom 40 (H): 0.390, atom 41 (H): 0.323, atom 42 (H): 0.368, atom 43 (H): 0.343, atom 44 (H): 0.338, atom 45 (H): 0.321, atom 46 (H): 0.464, atom 47 (H): 0.349, atom 48 (H): 0.481, atom 49 (H): 0.354, atom 50 (C): -1.340, atom 51 (C): 0.147, atom 52 (O): -0.364, atom 53 (C): 0.311, atom 54 (O): -0.484, atom 55 (C): 0.879, atom 56 (F): -0.239, atom 57 (F): -0.251, atom 58 (F): -0.235, atom 59 (H): 0.510, atom 60 (H): 0.370, atom 61 (H): 0.375, atom 62 (H): 0.095, atom 63 (H): 0.253, atom 64 (C): -1.119, atom 65 (C): -0.176, atom 66 (O): -0.300, atom 67 (C): 0.377, atom 68 (O): -0.518, atom 69 (C): 0.846, atom 70 (F): -0.250, atom 71 (F): -0.229, atom 72 (F): -0.252, atom 73 (H): 0.302, atom 74 (H): 0.373, atom 75 (H): 0.323, atom 76 (H): 0.326, atom 77 (H): 0.293, atom 78 (C): -1.116, atom 79 (C): -0.222, atom 80 (O): -0.247, atom 81 (C): 0.012, atom 82 (O): -0.527, atom 83 (C): 1.192, atom 84 (F): -0.229, atom 85 (F): -0.240, atom 86 (F): -0.259, atom 87 (H): 0.303, atom 88 (H): 0.376, atom 89 (H): 0.320, atom 90 (H): 0.314, atom 91 (H): 0.317, atom 92 (C): -1.283, atom 93 (C): 0.392, atom 94 (O): -0.305, atom 95 (C): 0.336, atom 96 (O): -0.503, atom 97 (C): 0.881, atom 98 (F): -0.242, atom 99 (F): -0.252


no.,total energy (hartree)
1,-10600.76339
2,-9801.61108